{"formula": "C30H40HgN11O4P", "method": "the ωB97M-V functional and the def2-TZVPD basis", "symbols": ["Hg", "C", "N", "C", "C", "N", "C", "P", "C", "N", "C", "C", "N", "C", "C", "N", "C", "C", "N", "C", "H", "H", "H", "H", "H", "H", "H", "H", "H", "H", "H", "H", "H", "H", "H", "C", "C", "C", "O", "C", "O", "O", "H", "H", "H", "H", "H", "H", "H", "N", "C", "C", "N", "C", "C", "C", "N", "C", "C", "O", "H", "H", "H", "H", "H", "H", "H", "H", "H", "H", "H", "H", "N", "C", "N", "C", "C", "C", "C", "C", "C", "H", "H", "H", "H", "H", "H"], "xyz": [[12.99, 10.44, 11.24], [10.24, 9.02, 15.57], [10.87, 8.37, 14.44], [10.22, 7.60, 13.45], [11.21, 7.28, 12.53], [12.41, 7.78, 12.92], [12.23, 8.40, 14.15], [13.44, 9.51, 14.90], [14.85, 9.84, 13.83], [14.79, 10.45, 12.62], [16.04, 10.94, 12.33], [16.90, 10.58, 13.29], [16.19, 9.80, 14.23], [16.68, 9.12, 15.42], [12.54, 11.13, 14.59], [11.50, 11.27, 13.72], [11.00, 12.55, 13.99], [11.68, 13.15, 14.99], [12.59, 12.18, 15.41], [13.49, 12.41, 16.55], [9.15, 8.99, 15.41], [10.55, 8.46, 16.51], [10.55, 10.02, 15.66], [9.19, 7.27, 13.50], [11.08, 6.71, 11.62], [16.17, 11.58, 11.46], [17.96, 10.75, 13.32], [16.11, 8.19, 15.55], [17.73, 8.94, 15.34], [16.49, 9.77, 16.26], [10.16, 12.77, 13.34], [11.48, 14.05, 15.52], [13.81, 13.45, 16.68], [12.92, 12.08, 17.48], [14.35, 11.70, 16.55], [12.57, 15.17, 8.92], [13.37, 15.14, 10.21], [12.69, 15.97, 11.39], [14.52, 15.89, 9.85], [13.87, 13.76, 10.66], [15.02, 13.68, 11.10], [13.08, 12.76, 10.32], [12.16, 16.12, 8.67], [11.72, 14.54, 9.13], [13.11, 14.68, 8.10], [12.51, 16.98, 11.06], [13.36, 16.04, 12.23], [11.76, 15.49, 11.70], [15.30, 15.38, 10.06], [10.50, 9.39, 9.45], [11.42, 9.68, 10.14], [14.95, 6.50, 9.19], [15.10, 7.33, 7.99], [15.47, 6.67, 6.76], [15.20, 7.44, 5.48], [15.42, 8.93, 5.64], [14.91, 9.38, 6.93], [14.57, 10.78, 7.07], [14.69, 8.58, 8.07], [14.12, 9.05, 9.07], [15.61, 5.60, 9.15], [13.91, 6.07, 9.25], [14.94, 7.10, 10.10], [15.01, 5.63, 6.80], [16.56, 6.48, 6.94], [14.18, 7.25, 5.15], [15.89, 7.02, 4.79], [14.89, 9.51, 4.89], [16.47, 9.18, 5.62], [13.49, 10.92, 7.35], [14.86, 11.37, 6.14], [15.12, 11.26, 7.89], [6.64, 14.47, 11.64], [7.36, 14.13, 12.71], [8.57, 13.64, 12.43], [8.63, 13.62, 11.04], [9.59, 13.16, 10.11], [9.18, 13.07, 8.78], [7.95, 13.53, 8.31], [6.99, 14.03, 9.17], [7.41, 14.14, 10.49], [5.77, 15.03, 11.63], [7.00, 14.27, 13.71], [10.61, 12.87, 10.34], [9.91, 12.63, 8.10], [7.80, 13.37, 7.25], [5.97, 14.27, 8.84]], "s_squared": 0.757, "max_force_ha_per_bohr": 0.0926, "multiplicity": 2, "total_energy_ha": -2565.202970, "lumo_ev": [2.51, 2.51], "charge": -1, "e_homo_ev": [-1.21, -5.03], "orbital_gap_ev": [3.7, 7.5], "relative_energy_kj_mol": 118.10}

---

{"formula": "C30H41AuN3O4P2Si", "method": "the ωB97M-V functional and the def2-TZVPD basis", "symbols": ["Au", "C", "P", "C", "N", "C", "C", "C", "C", "C", "C", "N", "C", "P", "C", "C", "C", "C", "C", "C", "C", "C", "C", "H", "H", "H", "H", "H", "H", "H", "H", "H", "H", "H", "H", "H", "H", "H", "H", "H", "H", "H", "H", "H", "H", "H", "H", "H", "H", "H", "H", "O", "C", "C", "C", "C", "C", "C", "C", "O", "N", "O", "O", "H", "H", "H", "H", "C", "Si", "C", "C", "C", "C", "H", "H", "H", "H", "H", "H", "H", "H", "H"], "xyz": [[0.13, 0.53, 0.03], [-2.75, -1.13, 0.22], [-1.35, -1.03, -0.90], [-0.54, -2.67, -0.70], [-1.06, -3.73, -1.26], [-0.47, -4.93, -1.00], [-0.96, -6.10, -1.62], [-0.37, -7.30, -1.34], [0.72, -7.38, -0.44], [1.21, -6.27, 0.18], [0.62, -5.01, -0.10], [1.09, -3.90, 0.52], [0.54, -2.76, 0.20], [1.09, -1.24, 1.09], [0.41, -1.44, 2.74], [2.93, -1.17, 1.23], [3.29, 0.03, 2.13], [3.51, -1.03, -0.19], [3.47, -2.43, 1.91], [-1.98, -0.77, -2.61], [-2.82, 0.52, -2.61], [-0.77, -0.67, -3.55], [-2.91, -1.91, -3.03], [-3.31, -2.03, -0.04], [-3.38, -0.24, 0.12], [-2.40, -1.18, 1.25], [-1.80, -6.02, -2.30], [-0.74, -8.20, -1.81], [1.17, -8.35, -0.23], [2.04, -6.32, 0.87], [0.71, -2.42, 3.12], [-0.68, -1.37, 2.70], [0.77, -0.65, 3.40], [2.86, 0.97, 1.82], [4.38, 0.13, 2.11], [3.01, -0.17, 3.17], [3.13, -0.16, -0.71], [3.30, -1.92, -0.79], [4.59, -0.94, -0.10], [3.12, -2.51, 2.95], [4.56, -2.31, 1.94], [3.23, -3.35, 1.39], [-2.28, 1.39, -2.25], [-3.73, 0.40, -2.03], [-3.12, 0.71, -3.65], [-0.08, 0.12, -3.25], [-1.13, -0.44, -4.55], [-0.22, -1.62, -3.60], [-3.82, -1.94, -2.43], [-2.44, -2.89, -3.01], [-3.21, -1.70, -4.06], [2.05, 1.74, 0.03], [2.36, 2.68, -0.70], [1.58, 3.25, -1.75], [2.20, 4.28, -2.49], [1.52, 4.87, -3.51], [0.21, 4.49, -3.83], [-0.40, 3.50, -3.11], [0.26, 2.83, -2.05], [-0.40, 1.88, -1.46], [2.18, 5.94, -4.28], [3.30, 6.27, -3.95], [1.53, 6.47, -5.16], [3.34, 3.14, -0.53], [3.20, 4.60, -2.25], [-0.30, 5.00, -4.64], [-1.42, 3.20, -3.34], [-0.82, 4.79, 4.15], [-1.84, 3.27, 3.98], [-1.75, 2.25, 5.52], [-3.60, 3.68, 3.58], [-1.16, 2.28, 2.60], [-0.69, 1.63, 1.67], [-1.17, 5.41, 4.98], [-0.87, 5.39, 3.23], [0.23, 4.53, 4.34], [-2.17, 2.79, 6.38], [-0.72, 1.98, 5.76], [-2.33, 1.32, 5.40], [-4.06, 4.26, 4.39], [-4.18, 2.77, 3.44], [-3.66, 4.28, 2.67]], "max_force_ha_per_bohr": 0.0287, "total_energy_ha": -2740.536157, "lumo_ev": -4.58, "charge": 1, "e_homo_ev": -11.04, "orbital_gap_ev": 6.5, "relative_energy_kj_mol": 104.68}

---

{"formula": "C30H41F3O17S", "method": "the ωB97M-V functional and the def2-TZVPD basis", "symbols": ["C", "C", "O", "C", "C", "C", "C", "C", "O", "O", "C", "C", "C", "C", "C", "O", "C", "C", "O", "C", "S", "O", "O", "C", "F", "F", "F", "C", "C", "O", "H", "H", "H", "H", "H", "H", "H", "H", "H", "H", "H", "H", "H", "H", "H", "H", "H", "C", "C", "O", "C", "O", "O", "C", "H", "H", "H", "H", "H", "H", "H", "H", "C", "C", "O", "C", "O", "O", "C", "H", "H", "H", "H", "H", "H", "H", "H", "C", "C", "O", "C", "O", "O", "C", "H", "H", "H", "H", "H", "H", "H", "H"], "xyz": [[-1.07, 1.61, 0.50], [-1.47, 0.20, 1.08], [-2.73, 0.32, 1.85], [-2.62, -0.63, 2.88], [-3.08, -2.02, 2.67], [-3.72, -2.30, 1.26], [-5.08, -1.45, 1.23], [-6.33, -2.33, 0.91], [-6.73, -2.47, -0.21], [-6.93, -3.01, 1.98], [-2.95, -3.03, 3.71], [-2.37, -2.61, 4.99], [-1.94, -1.21, 5.22], [-2.05, -0.21, 4.16], [-1.60, 1.29, 4.29], [-2.64, 1.98, 4.99], [-3.20, 3.05, 4.22], [-1.39, -0.83, 6.61], [-1.28, 0.31, 7.01], [-0.97, -1.95, 7.63], [0.01, -1.61, 9.15], [1.02, -2.63, 9.38], [0.65, -0.30, 9.14], [-1.27, -1.55, 10.53], [-2.28, -2.47, 10.33], [-0.73, -1.74, 11.74], [-1.86, -0.31, 10.43], [-1.33, -3.24, 7.41], [-2.19, -3.61, 6.16], [-2.74, -4.69, 6.18], [-0.68, 2.29, 1.30], [-1.96, 2.09, 0.01], [-0.29, 1.43, -0.28], [-0.70, -0.19, 1.79], [-1.55, -0.51, 0.22], [-3.91, -3.38, 1.08], [-3.07, -1.84, 0.46], [-4.98, -0.56, 0.55], [-5.25, -1.00, 2.25], [-7.02, -2.32, 2.67], [-3.29, -4.07, 3.52], [-0.65, 1.39, 4.88], [-1.38, 1.72, 3.27], [-3.15, 2.90, 3.11], [-2.71, 4.00, 4.56], [-4.28, 3.13, 4.52], [-1.03, -4.07, 8.08], [-0.17, 3.06, -6.13], [0.72, 2.33, -5.15], [-0.05, 1.66, -4.14], [-0.61, 0.51, -4.52], [-0.52, 0.00, -5.61], [-1.32, 0.04, -3.49], [-2.06, -1.15, -3.78], [-0.85, 3.73, -5.61], [0.43, 3.64, -6.84], [-0.78, 2.36, -6.70], [1.35, 3.06, -4.63], [1.39, 1.63, -5.65], [-1.42, -1.92, -4.20], [-2.88, -0.92, -4.47], [-2.48, -1.52, -2.85], [6.22, 6.90, -4.07], [5.72, 6.06, -2.91], [4.81, 5.05, -3.35], [5.37, 3.97, -3.91], [6.55, 3.79, -4.06], [4.39, 3.15, -4.30], [4.85, 1.99, -5.00], [5.38, 7.30, -4.64], [6.84, 7.72, -3.72], [6.81, 6.29, -4.76], [5.17, 6.70, -2.22], [6.55, 5.62, -2.35], [5.61, 1.46, -4.43], [5.23, 2.28, -5.98], [3.99, 1.33, -5.14], [2.36, -2.44, -6.45], [1.66, -2.16, -5.13], [1.72, -3.30, -4.26], [2.89, -3.48, -3.63], [3.87, -2.78, -3.73], [2.80, -4.59, -2.89], [4.01, -4.96, -2.24], [1.96, -3.35, -6.90], [2.23, -1.61, -7.14], [3.43, -2.60, -6.30], [0.61, -1.97, -5.32], [2.07, -1.27, -4.64], [4.41, -4.13, -1.65], [4.74, -5.29, -2.97], [3.79, -5.78, -1.56]], "max_force_ha_per_bohr": 0.0794, "smiles": "CCOc1c(CCC(=O)O)cc2c(c1COC)C(=O)C(S(=O)(=O)C(F)(F)F)=CC2=O.CCOC(=O)OC.CCOC(=O)OC.CCOC(=O)OC", "total_energy_ha": -3144.495192, "lumo_ev": -1.80, "charge": 0, "e_homo_ev": -9.78, "orbital_gap_ev": 8.0}

---

{"formula": "C30H41N3O4P2SiSr", "method": "the ωB97M-V functional and the def2-TZVPD basis", "symbols": ["Sr", "C", "P", "C", "N", "C", "C", "C", "C", "C", "C", "N", "C", "P", "C", "C", "C", "C", "C", "C", "C", "C", "C", "H", "H", "H", "H", "H", "H", "H", "H", "H", "H", "H", "H", "H", "H", "H", "H", "H", "H", "H", "H", "H", "H", "H", "H", "H", "H", "H", "H", "C", "Si", "C", "C", "C", "C", "H", "H", "H", "H", "H", "H", "H", "H", "H", "O", "C", "O", "C", "C", "C", "C", "C", "C", "N", "O", "O", "H", "H", "H", "H"], "xyz": [[0.20, 0.42, -2.31], [3.04, 0.07, 1.31], [1.53, 0.73, 0.52], [0.36, 0.20, 1.79], [0.62, 0.76, 2.98], [-0.32, 0.48, 3.97], [-0.12, 0.92, 5.32], [-1.10, 0.69, 6.27], [-2.33, 0.07, 5.92], [-2.54, -0.35, 4.59], [-1.48, -0.26, 3.65], [-1.73, -0.87, 2.42], [-0.80, -0.61, 1.47], [-1.18, -1.39, -0.13], [-3.03, -1.32, -0.15], [-0.92, -3.23, 0.10], [-1.28, -4.01, -1.19], [-1.75, -3.88, 1.26], [0.61, -3.45, 0.33], [1.78, 2.56, 0.61], [2.66, 2.94, -0.66], [0.39, 3.31, 0.52], [2.52, 3.03, 1.87], [2.99, 0.08, 2.41], [3.88, 0.67, 0.98], [3.20, -0.96, 0.94], [0.81, 1.42, 5.55], [-0.92, 1.01, 7.29], [-3.11, -0.01, 6.64], [-3.52, -0.78, 4.33], [-3.34, -1.11, 0.86], [-3.45, -2.22, -0.58], [-3.25, -0.47, -0.81], [-2.36, -4.04, -1.39], [-0.94, -5.06, -1.03], [-0.75, -3.65, -2.08], [-2.77, -4.02, 0.92], [-1.75, -3.30, 2.20], [-1.36, -4.90, 1.49], [1.21, -3.07, -0.49], [0.81, -4.52, 0.38], [0.96, -3.01, 1.26], [2.14, 2.71, -1.60], [3.65, 2.42, -0.68], [2.87, 4.02, -0.68], [-0.18, 3.05, -0.38], [0.59, 4.37, 0.51], [-0.22, 3.05, 1.36], [3.61, 2.85, 1.84], [2.12, 2.56, 2.77], [2.36, 4.11, 1.95], [-2.53, 5.89, -0.94], [-3.50, 4.44, -1.55], [-4.87, 5.03, -2.69], [-4.32, 3.78, -0.01], [-2.43, 3.08, -2.18], [-1.74, 2.13, -2.58], [-3.23, 6.69, -0.59], [-1.84, 6.32, -1.65], [-1.94, 5.56, -0.08], [-5.49, 5.76, -2.20], [-5.53, 4.21, -2.94], [-4.51, 5.49, -3.63], [-4.95, 4.56, 0.42], [-3.58, 3.51, 0.73], [-4.90, 2.89, -0.24], [2.59, -0.27, -2.98], [2.07, -1.40, -3.14], [0.85, -1.67, -2.96], [3.02, -2.48, -3.56], [4.47, -2.19, -3.65], [5.41, -3.25, -3.73], [4.96, -4.57, -3.59], [3.56, -4.82, -3.48], [2.57, -3.81, -3.59], [3.11, -6.07, -3.11], [4.00, -6.98, -3.22], [1.90, -6.20, -2.76], [4.78, -1.17, -3.56], [6.47, -2.99, -3.87], [5.68, -5.42, -3.59], [1.50, -4.11, -3.54]], "max_force_ha_per_bohr": 0.0811, "total_energy_ha": -2635.840090, "lumo_ev": -1.34, "charge": 0, "e_homo_ev": -8.44, "orbital_gap_ev": 7.1, "relative_energy_kj_mol": 0.00}

---

{"formula": "C30H41N8OPdSSi", "method": "the ωB97M-V functional and the def2-TZVPD basis", "symbols": ["Pd", "C", "C", "N", "N", "C", "N", "S", "C", "C", "C", "C", "C", "N", "H", "H", "H", "H", "H", "H", "H", "H", "H", "H", "C", "N", "C", "N", "C", "N", "C", "N", "C", "C", "H", "H", "H", "H", "H", "H", "H", "H", "H", "H", "H", "H", "C", "C", "C", "C", "Si", "O", "C", "C", "C", "C", "C", "C", "C", "C", "C", "C", "C", "C", "H", "H", "H", "H", "H", "H", "H", "H", "H", "H", "H", "H", "H", "H", "H", "H", "H", "H", "H"], "xyz": [[-1.59, 0.11, 0.55], [-4.54, 2.48, -2.03], [-3.36, 1.96, -1.27], [-3.29, 0.80, -0.75], [-4.41, 0.00, -0.72], [-4.73, -0.55, 0.49], [-5.89, -1.21, 0.56], [-3.70, -0.42, 1.82], [-2.22, 2.86, -0.97], [-1.96, 4.00, -1.71], [-0.96, 4.86, -1.28], [-0.28, 4.56, -0.12], [-0.59, 3.38, 0.55], [-1.54, 2.54, 0.15], [-4.53, 2.10, -3.06], [-4.53, 3.56, -2.07], [-5.47, 2.17, -1.56], [-5.09, 0.06, -1.46], [-6.55, -1.24, -0.20], [-6.16, -1.61, 1.44], [-2.51, 4.21, -2.61], [-0.72, 5.76, -1.84], [0.51, 5.19, 0.26], [-0.05, 3.10, 1.44], [-1.41, -3.06, 1.22], [-1.26, -4.45, 0.84], [0.02, -4.62, 0.14], [0.09, -3.78, -1.05], [-0.06, -2.40, -0.66], [-1.36, -2.15, 0.04], [-2.44, -2.58, -0.89], [-2.31, -3.97, -1.29], [-2.34, -4.80, -0.09], [-1.01, -4.15, -1.94], [-0.60, -2.78, 1.90], [-2.37, -2.92, 1.73], [0.13, -5.66, -0.14], [0.83, -4.34, 0.82], [-0.02, -1.74, -1.53], [0.75, -2.11, 0.01], [-2.40, -1.94, -1.77], [-3.39, -2.46, -0.38], [-2.23, -5.85, -0.38], [-3.30, -4.67, 0.42], [-0.97, -3.52, -2.84], [-0.90, -5.19, -2.24], [2.42, 1.29, 3.32], [1.57, 0.37, 2.45], [0.11, 0.58, 2.87], [1.91, -1.08, 2.79], [1.75, 0.65, 0.54], [0.34, 0.35, -0.20], [2.33, 2.36, -0.02], [3.18, 3.24, 0.65], [3.65, 4.40, 0.04], [3.31, 4.69, -1.27], [2.49, 3.81, -1.97], [2.01, 2.67, -1.35], [3.10, -0.47, -0.13], [2.94, -1.07, -1.38], [3.95, -1.81, -1.97], [5.17, -1.95, -1.33], [5.37, -1.33, -0.10], [4.35, -0.61, 0.48], [2.24, 1.08, 4.38], [2.19, 2.35, 3.16], [3.49, 1.15, 3.14], [-0.05, 0.30, 3.92], [-0.55, -0.11, 2.29], [-0.26, 1.60, 2.74], [1.73, -1.27, 3.85], [2.95, -1.33, 2.57], [1.29, -1.79, 2.22], [3.50, 3.03, 1.66], [4.30, 5.07, 0.59], [3.69, 5.58, -1.75], [2.23, 4.02, -3.00], [1.35, 2.01, -1.90], [1.99, -0.96, -1.90], [3.79, -2.28, -2.94], [5.97, -2.52, -1.79], [6.33, -1.42, 0.40], [4.54, -0.13, 1.44]], "s_squared": 2.006, "max_force_ha_per_bohr": 0.0088, "multiplicity": 3, "total_energy_ha": -2496.440559, "lumo_ev": [-3.42, -3.87], "charge": 1, "e_homo_ev": [-10.59, -10.59], "orbital_gap_ev": [7.2, 6.7], "relative_energy_kj_mol": 17.42}

---

Which of these has the lowest charge? C30H40HgN11O4P